(i)
A single C5H6 molecule. Source: OMol25; level of theory: ωB97M-V/def2-TZVPD.

ORCA input file:
```
! wB97M-V def2-TZVPD RIJCOSX def2/J DEFGRID3
* xyz 0 1
C 1.683 -0.425 1.765
C 0.664 -0.232 1.105
C -0.245 0.171 0.050
C -1.073 1.197 0.100
C -0.117 -0.637 -1.174
H 2.516 -0.720 2.412
H -1.186 1.851 0.941
H -1.793 1.384 -0.681
H -0.760 -0.148 -1.948
H -0.558 -1.691 -1.058
H 0.868 -0.752 -1.513
*
```

Results
* orbital gap: 10.2 eV

***

(ii)
A single C5H6 molecule. Source: OMol25; level of theory: ωB97M-V/def2-TZVPD.

ORCA input file:
```
! wB97M-V def2-TZVPD RIJCOSX def2/J DEFGRID3
* xyz 0 1
C -2.255 -0.937 0.218
C -1.104 -0.357 0.341
C 0.073 0.082 0.134
C 0.844 1.231 -0.307
C 1.504 -0.118 -0.032
H -2.991 -0.855 1.029
H -1.669 -1.669 -0.438
H 0.717 1.577 -1.325
H 0.961 2.006 0.448
H 1.805 -0.688 -0.914
H 2.115 -0.272 0.847
*
```

Results
* orbital gap: 9.4 eV

***

(iii)
A molecular structure, C5H6. Source: OMol25; level of theory: ωB97M-V/def2-TZVPD.

ORCA input file:
```
! wB97M-V def2-TZVPD RIJCOSX def2/J DEFGRID3
* xyz 0 1
C -0.951 -0.219 1.441
C 0.277 -0.358 1.134
C -1.928 -0.308 2.346
C 0.773 0.455 -1.242
C 1.522 -0.019 -2.256
H -2.198 0.509 2.952
H -2.420 -1.169 2.390
H 0.189 1.378 -1.145
H 0.788 -0.080 -0.163
H 2.200 -0.761 -2.265
H 1.748 0.572 -3.192
*
```

Results
* orbital gap (alpha / beta): 8.0 / 8.0 eV

***

(i) takes first place; second place is 184.5 kJ/mol up.

***

(i)
A gas-phase ion, C2H2O4P (charge -1). Source: OMol25; level of theory: ωB97M-V/def2-TZVPD.

ORCA input file:
```
! wB97M-V def2-TZVPD RIJCOSX def2/J DEFGRID3
* xyz -1 1
O 0.994 -2.141 -0.418
C 0.686 -0.984 -0.282
O 1.520 0.076 -0.491
C 0.678 1.212 -0.062
O 1.261 2.291 -0.006
P -0.911 -0.192 0.275
O -1.767 -1.428 0.632
H -1.346 0.292 -0.970
H -1.115 0.874 1.322
*
```

Results
* orbital gap: 8.4 eV

***

(ii)
A gas-phase ion, C2H2O4P (charge -1). Source: OMol25; level of theory: ωB97M-V/def2-TZVPD.

ORCA input file:
```
! wB97M-V def2-TZVPD RIJCOSX def2/J DEFGRID3
* xyz -1 1
O 2.024 0.070 -1.035
C 1.871 0.024 0.184
O 2.635 -0.086 1.115
C 0.363 0.363 0.393
O -0.234 1.395 0.532
O -0.357 -0.927 0.161
P -2.028 -0.796 -0.024
H -2.206 0.645 -0.003
H -2.069 -0.688 -1.323
*
```

Results
* orbital gap: 8.7 eV

***

(ii) takes first place; second place is 94.2 kJ/mol up.

***

(i)
A gas-phase ion, C9H14N (charge +1). Source: OMol25; level of theory: ωB97M-V/def2-TZVPD.

ORCA input file:
```
! wB97M-V def2-TZVPD RIJCOSX def2/J DEFGRID3
* xyz 1 1
C -0.962 0.965 -0.927
C -1.507 1.210 0.307
C -0.790 -0.393 -1.729
C 2.201 -1.062 0.726
C 0.277 -1.194 -1.119
C 2.087 0.298 0.140
C 1.219 -0.679 -0.292
C 2.600 1.606 0.390
C -2.225 -1.014 0.701
N -2.106 0.344 1.131
H -0.460 1.844 -1.433
H -1.548 2.138 0.794
H -1.831 -0.782 -1.872
H -0.464 -0.273 -2.837
H 3.080 -1.690 0.480
H 1.907 -1.190 1.718
H 0.049 -2.202 -1.249
H 3.606 1.631 0.475
H 2.085 1.929 1.306
H 2.441 2.262 -0.382
H -1.359 -1.389 0.096
H -2.225 -1.589 1.685
H -3.122 -1.338 0.286
H -2.955 0.569 1.606
*
```

Results
* orbital gap (alpha / beta): 5.2 / 5.2 eV

***

(ii)
A molecular structure, C9H14N. Source: OMol25; level of theory: ωB97M-V/def2-TZVPD.

ORCA input file:
```
! wB97M-V def2-TZVPD RIJCOSX def2/J DEFGRID3
* xyz 1 1
C -0.318 -0.450 -0.679
C -1.574 -0.389 -0.224
C 0.881 -1.169 -0.490
C 1.658 -2.209 -0.552
C -1.420 1.052 0.152
C 1.377 0.289 0.217
C -2.596 -1.377 0.214
C 1.522 0.430 1.703
C 0.354 1.695 -1.536
N 0.064 0.942 -0.279
H 2.674 -2.232 -0.109
H 1.335 -3.082 -1.110
H -1.805 1.865 -0.427
H -1.536 1.422 1.236
H 2.332 0.772 -0.154
H -3.676 -0.818 0.148
H -2.482 -1.487 1.353
H -2.751 -2.307 -0.424
H 0.598 -0.015 2.332
H 1.545 1.398 2.087
H 2.416 -0.194 2.187
H -0.457 2.160 -2.030
H 0.985 2.621 -1.263
H 0.874 1.082 -2.354
*
```

Results
* orbital gap: 9.5 eV

***

(ii) takes first place; second place is 73.9 kJ/mol up.

***

(i)
8 unconnected molecules or ions with the total composition C26H49NO21. Source: OMol25; level of theory: ωB97M-V/def2-TZVPD.

ORCA input file:
```
! wB97M-V def2-TZVPD RIJCOSX def2/J DEFGRID3
* xyz 0 1
C -23.747 14.001 3.985
C -23.598 12.484 3.644
C -24.172 11.648 4.702
O -25.464 11.287 4.198
C -25.629 11.663 2.981
O -26.610 11.430 2.274
O -24.515 12.274 2.577
H -23.588 14.630 3.103
H -23.050 14.268 4.766
H -24.745 14.180 4.455
H -22.538 12.331 3.318
H -24.309 12.143 5.671
H -23.568 10.770 4.887
C -26.771 8.188 3.293
O -25.676 7.355 2.790
C -24.798 6.908 3.676
O -24.765 7.478 4.973
O -24.099 5.860 3.353
C -23.280 5.338 4.366
H -26.493 8.975 4.081
H -27.482 7.560 3.759
H -27.249 8.739 2.487
H -22.542 6.144 4.467
H -22.846 4.547 3.975
H -23.737 5.136 5.281
C -23.510 11.951 10.771
O -24.622 11.201 10.246
C -24.471 10.561 9.110
O -23.394 10.946 8.247
O -25.388 9.742 8.848
C -25.208 8.988 7.627
H -23.860 12.283 11.800
H -23.302 12.841 10.175
H -22.591 11.431 10.654
H -24.809 9.463 6.791
H -26.277 8.790 7.415
H -24.666 8.024 7.831
C -22.054 11.693 -0.059
O -21.087 10.806 0.489
C -19.802 11.063 0.063
O -19.631 12.020 -1.007
O -18.828 10.386 0.538
C -17.501 10.635 0.046
H -22.066 11.542 -1.087
H -21.766 12.763 0.063
H -22.991 11.568 0.471
H -17.039 9.750 -0.126
H -16.867 11.218 0.751
H -17.389 11.156 -0.926
C -25.315 9.104 0.105
O -24.588 9.647 1.165
C -23.396 9.093 1.609
O -22.840 7.960 0.952
O -22.737 9.747 2.554
C -21.561 9.277 3.056
H -24.589 8.624 -0.544
H -25.899 9.774 -0.494
H -26.017 8.361 0.410
H -21.163 8.297 2.806
H -21.556 9.401 4.165
H -20.848 10.095 2.717
C -24.687 14.386 0.243
O -24.356 15.780 0.111
C -23.174 16.204 0.541
O -22.213 15.309 1.138
O -22.920 17.503 0.482
C -21.588 17.951 0.646
H -25.040 14.063 1.245
H -23.794 13.860 0.263
H -25.260 13.928 -0.528
H -21.647 18.818 1.338
H -21.278 18.436 -0.262
H -20.862 17.203 1.123
C -22.778 14.629 7.802
O -21.724 14.860 6.853
C -21.719 16.064 6.236
O -22.382 17.129 6.834
O -20.953 16.251 5.124
C -21.059 17.410 4.332
H -23.748 14.530 7.410
H -22.900 15.314 8.654
H -22.543 13.648 8.233
H -22.016 17.895 4.436
H -20.914 17.173 3.264
H -20.230 18.022 4.655
C -19.211 14.288 1.632
C -19.926 13.376 2.573
C -19.413 13.342 4.002
C -20.216 12.498 4.885
N -20.842 11.750 5.528
H -19.094 15.318 2.043
H -19.925 14.325 0.883
H -18.321 13.888 1.112
H -19.754 12.385 2.262
H -20.941 13.724 2.453
H -19.720 14.265 4.606
H -18.382 13.205 3.992
*
```

Results
* orbital gap: 10.4 eV

***

(ii)
8 unconnected molecules or ions with the total composition C26H49NO21. Source: OMol25; level of theory: ωB97M-V/def2-TZVPD.

ORCA input file:
```
! wB97M-V def2-TZVPD RIJCOSX def2/J DEFGRID3
* xyz 0 1
C 0.874 3.189 -0.957
C 1.223 3.833 0.422
C 1.482 2.674 1.497
O 2.953 2.629 1.627
C 3.417 3.527 0.785
O 4.607 3.734 0.472
O 2.536 4.352 0.243
H -0.090 2.818 -0.984
H 1.587 2.476 -1.274
H 0.995 3.960 -1.670
H 0.513 4.573 0.820
H 1.012 1.808 1.082
H 1.127 2.866 2.525
C -1.839 2.437 -3.535
O -1.610 2.569 -4.931
C -2.291 3.470 -5.485
O -3.373 4.163 -4.770
O -1.932 3.717 -6.722
C -2.721 4.642 -7.459
H -1.516 3.446 -2.982
H -1.270 1.708 -3.077
H -2.885 2.479 -3.269
H -2.377 4.681 -8.543
H -2.705 5.654 -7.073
H -3.778 4.337 -7.304
C 5.540 0.541 2.407
O 5.615 0.325 3.806
C 4.620 0.848 4.450
O 3.419 1.342 3.945
O 4.833 0.910 5.733
C 3.825 1.229 6.614
H 4.591 0.168 1.996
H 6.482 0.246 1.922
H 5.564 1.623 2.200
H 3.536 2.240 6.230
H 4.145 1.376 7.654
H 2.903 0.646 6.564
C 0.322 -0.042 -5.272
O 0.344 0.293 -3.818
C 0.573 -0.698 -2.957
O 0.448 -2.104 -3.253
O 0.861 -0.267 -1.775
C 0.985 -1.120 -0.577
H -0.459 -0.779 -5.554
H 1.232 -0.309 -5.718
H -0.007 0.867 -5.803
H 1.206 -0.553 0.324
H 1.739 -1.797 -0.820
H 0.064 -1.622 -0.338
C -4.006 -6.290 0.502
O -3.810 -5.142 1.273
C -2.659 -4.599 1.473
O -1.487 -5.023 0.772
O -2.641 -3.677 2.395
C -1.465 -3.124 2.624
H -3.197 -6.901 0.107
H -4.697 -5.975 -0.252
H -4.646 -6.851 1.247
H -1.673 -2.278 3.205
H -0.884 -2.780 1.708
H -0.723 -3.672 3.169
C -2.900 1.921 0.137
O -2.265 1.928 1.362
C -1.467 1.032 1.751
O -1.031 -0.080 0.954
O -0.993 1.220 3.135
C -0.238 0.118 3.720
H -3.847 2.167 0.454
H -2.880 0.942 -0.340
H -2.579 2.736 -0.573
H 0.186 -0.728 3.106
H -0.532 -0.113 4.779
H 0.665 0.682 3.938
C -2.740 -2.077 -0.791
O -2.497 -1.723 -2.157
C -3.311 -1.129 -2.886
O -4.619 -0.816 -2.447
O -2.839 -0.744 -4.114
C -3.740 -0.073 -4.988
H -3.440 -2.955 -0.626
H -3.108 -1.243 -0.217
H -1.709 -2.277 -0.448
H -4.168 0.864 -4.571
H -4.515 -0.688 -5.374
H -3.124 0.282 -5.892
C 2.533 -3.184 1.734
C 3.342 -2.173 2.598
C 3.171 -2.433 4.100
C 1.824 -2.451 4.668
N 0.774 -2.459 5.108
H 3.020 -4.172 1.667
H 2.274 -2.917 0.737
H 1.632 -3.479 2.224
H 2.933 -1.204 2.375
H 4.305 -2.129 2.298
H 3.872 -1.884 4.781
H 3.570 -3.511 4.173
*
```

Results
* orbital gap: 10.1 eV

***

(i) takes first place; second place is 110.8 kJ/mol up.